No. 1
Here is 2 unconnected molecules or ions with the total composition C5H11O3 from the OMol25 dataset. Energies are from ωB97M-V/def2-TZVPD.

For the total energy, the calculation gives -422.89170 Ha. Its energy above the lowest of the compared OMol25 structures with the same formula, charge and spin is 13.79 kcal/mol.

ORCA input file:
```
! RIJCOSX wB97M-V def2-TZVPD def2/J DEFGRID3
* xyz -1 1
C -2.38 0.43 1.12
C -3.59 0.74 0.23
O -1.34 1.33 0.86
H -2.69 0.46 2.17
H -2.04 -0.60 0.95
H -4.01 -0.20 -0.12
H -0.47 0.88 0.96
H -3.27 1.42 -0.56
H -4.33 1.24 0.85
C 1.37 0.19 -1.13
C 2.48 0.03 -2.19
C 1.40 -0.79 0.06
O 2.29 -1.65 0.09
O 0.48 -0.59 0.91
H 1.49 1.17 -0.65
H 0.40 0.22 -1.61
H 3.19 -0.78 -1.99
H 3.03 0.96 -2.36
H 2.02 -0.21 -3.14
*
```

Atom charges from the Mulliken analysis, given in e for atoms 1 to 6: C -0.0963; C -0.9745; O -0.5924; H 0.2198; H 0.2522; H 0.2661

***

No. 2
Here is a single C3HF3O molecule from the OMol25 dataset. Energies are from ωB97M-V/def2-TZVPD.

For the total energy, the calculation gives -489.55289 Ha. Its energy above the lowest of the compared OMol25 structures with the same formula, charge and spin is 115.69 kcal/mol.

ORCA input file:
```
! RIJCOSX wB97M-V def2-TZVPD def2/J DEFGRID3
* xyz 0 1
C -0.52 0.31 0.30
C 0.01 -0.48 1.24
C 0.35 0.10 -0.92
O 1.23 -0.93 -0.47
F -1.58 1.11 0.56
F -0.12 -1.12 2.35
F 1.01 1.24 -1.21
H -0.39 -0.22 -1.84
*
```

Atom charges from the Mulliken analysis, given in e for atoms 1 to 6: C 0.1788; C 0.2926; C 0.4699; O -0.5208; F -0.2370; F -0.1394

***

No. 3
Here is 23 unconnected molecules or ions with the total composition C13H54F3NO24 from the OMol25 dataset. Energies are from ωB97M-V/def2-TZVPD.

For the total energy, the calculation gives -2687.92234 Ha.

ORCA input file:
```
! RIJCOSX wB97M-V def2-TZVPD def2/J DEFGRID3
* xyz 0 1
N 0.82 -2.73 -1.12
C 0.02 -1.64 -0.70
C -1.32 -1.56 -1.11
C -2.09 -0.48 -0.73
C -1.55 0.52 0.10
C -0.22 0.43 0.50
C 0.59 -0.63 0.10
C 2.05 -0.78 0.44
C 2.78 0.48 0.90
C 3.43 1.24 -0.21
F 2.64 2.16 -0.77
F 3.93 0.48 -1.20
F 4.50 1.94 0.28
C -2.37 1.66 0.54
O -1.93 2.53 1.25
C -3.77 1.72 0.07
C -4.28 0.80 -0.74
C -3.48 -0.35 -1.18
O -3.98 -1.17 -1.94
H 1.10 -3.26 -0.30
H 0.23 -3.36 -1.66
H -1.75 -2.33 -1.73
H 0.17 1.21 1.13
H 2.51 -1.16 -0.47
H 2.17 -1.55 1.19
H 2.16 1.18 1.46
H 3.57 0.19 1.58
H -4.34 2.57 0.42
H -5.30 0.87 -1.10
O 0.88 0.28 -2.91
H 1.47 1.02 -2.74
H 0.48 0.49 -3.77
O -1.74 -1.31 2.85
H -2.47 -0.72 3.08
H -1.50 -1.05 1.95
O -5.81 0.64 -3.77
H -5.00 1.14 -3.93
H -5.51 -0.22 -3.46
O -0.95 1.81 -4.61
H -1.76 1.81 -4.08
H -0.67 2.73 -4.60
O 1.00 1.02 3.44
H 1.40 1.52 4.17
H 0.09 1.33 3.42
O 0.88 -3.71 -3.85
H 1.43 -2.94 -3.66
H 1.43 -4.27 -4.40
O -2.70 -3.88 1.84
H -3.66 -3.85 1.77
H -2.49 -3.13 2.42
O 1.58 3.19 5.18
H 0.87 3.26 5.82
H 1.96 4.09 5.11
O -3.83 -4.16 -2.30
H -4.25 -4.04 -3.16
H -3.97 -3.31 -1.86
O 3.54 -3.49 1.32
H 4.36 -3.02 1.13
H 3.82 -4.37 1.58
O -6.96 2.31 -5.68
H -7.69 2.77 -5.26
H -6.85 1.50 -5.16
O 3.02 5.22 3.95
H 3.71 5.90 4.02
H 3.40 4.55 3.38
O 4.56 4.35 -1.69
H 3.86 4.82 -1.21
H 4.68 3.54 -1.18
O 6.52 -0.85 -1.52
H 5.84 -0.21 -1.28
H 6.68 -0.69 -2.46
O -6.46 -5.33 -3.03
H -6.75 -5.12 -2.14
H -5.67 -5.87 -2.90
O 4.94 7.55 3.95
H 5.19 7.51 4.88
H 5.57 8.16 3.55
O -4.37 3.90 -4.79
H -5.21 3.49 -5.01
H -4.22 4.54 -5.49
O 4.36 -2.45 4.18
H 3.53 -2.00 4.38
H 4.15 -2.99 3.41
O -4.79 -4.93 3.87
H -4.81 -5.36 4.73
H -4.36 -5.56 3.29
O -5.11 -8.10 -2.82
H -5.12 -8.49 -1.94
H -4.72 -8.77 -3.39
O 4.97 3.06 3.89
H 5.06 2.64 4.75
H 5.16 2.37 3.25
O 7.58 4.47 3.92
H 6.71 4.06 3.87
H 7.58 5.14 3.23
*
```

Atom charges from the Mulliken analysis, given in e for atoms 1 to 6: N -0.4742; C 0.7040; C -1.2483; C 0.5232; C -0.7940; C -1.4346

***

No. 4
Here is a molecular structure, C31H23IrN4O2S5 from the OMol25 dataset. Energies are from ωB97M-V/def2-TZVPD.

The expectation value of S² is 0.766. For the total energy, the calculation gives -3659.71711 Ha.

ORCA input file:
```
! RIJCOSX wB97M-V def2-TZVPD def2/J DEFGRID3
* xyz 1 2
Ir -0.74 -0.99 0.58
S -2.22 0.93 0.17
C -3.00 0.60 1.72
C -4.34 0.22 1.64
C -5.09 -0.02 2.77
C -4.51 0.13 4.02
C -3.18 0.51 4.11
C -2.40 0.74 2.98
S -0.91 -2.25 2.63
C -2.40 -3.12 2.02
C -2.26 -3.48 0.58
C -2.57 -4.76 0.14
C -2.41 -5.07 -1.20
C -2.06 -4.05 -2.07
C -1.80 -2.78 -1.58
C -1.60 -1.64 -2.53
S -0.33 -0.38 -2.09
C 1.13 -1.25 -2.61
C 1.53 -1.11 -3.93
C 2.68 -1.73 -4.38
C 3.45 -2.48 -3.49
C 3.07 -2.62 -2.18
C 1.90 -2.00 -1.71
S 1.55 -2.14 -0.03
N -1.82 -2.52 -0.26
H -4.78 0.13 0.65
H -6.13 -0.30 2.68
H -5.08 -0.04 4.91
H -2.72 0.63 5.08
H -3.24 -2.43 2.16
H -2.55 -4.00 2.65
H -2.91 -5.49 0.85
H -2.59 -6.07 -1.55
H -1.98 -4.24 -3.13
H -2.53 -1.07 -2.58
H -1.35 -2.01 -3.53
H 0.95 -0.49 -4.60
H 3.00 -1.62 -5.40
H 4.38 -2.93 -3.83
H 3.68 -3.17 -1.48
O 2.24 0.04 0.28
C 1.64 0.64 1.19
N 0.34 0.37 1.55
C 0.02 1.11 2.63
O -1.14 1.19 3.29
C 1.14 1.87 3.06
C 1.39 2.69 4.16
C 2.63 3.28 4.27
C 3.61 3.09 3.29
C 3.39 2.26 2.20
C 2.17 1.63 2.11
H 0.64 2.81 4.92
H 2.85 3.91 5.12
H 4.57 3.58 3.40
H 4.15 2.09 1.45
S 0.23 2.83 -0.64
C 1.23 3.29 -1.89
N 1.48 4.65 -2.01
C 2.30 5.14 -2.96
C 2.90 4.28 -3.84
C 2.58 2.91 -3.69
N 1.78 2.45 -2.76
H 1.02 5.26 -1.35
H 2.44 6.21 -2.99
H 3.57 4.63 -4.61
H 3.00 2.17 -4.36
*
```

Atom charges from the Mulliken analysis, given in e for atoms 1 to 6: Ir -0.1954; S -0.4131; C 1.0118; C -0.6974; C -0.6807; C -0.6806